{
  "formula": "C22H28BF8MnN6O2",
  "method": "ωB97M-V/def2-TZVPD",
  "spin_multiplicity": 5,
  "e_lumo_ev": [-1.8, 0.1],
  "energy_ha": -3309.08945,
  "orbital_gap_ev": [7.39, 9.27],
  "homo_energy_ha": [-0.3371, -0.3369],
  "symbols": ["Mn", "C", "C", "C", "C", "C", "C", "N", "N", "B", "N", "C", "C", "C", "N", "C", "C", "C", "N", "C", "C", "C", "N", "C", "C", "C", "H", "H", "H", "H", "H", "H", "H", "H", "H", "H", "H", "H", "H", "H", "H", "H", "H", "H", "H", "H", "H", "H", "H", "H", "H", "H", "H", "H", "F", "C", "F", "C", "F", "F", "F", "F", "C", "F", "F", "C", "O", "O"],
  "xyz": [[-0.018575, -0.307071, -0.014233], [-3.507804, -0.348761, 1.030943], [-3.987920, -0.715330, -0.361737], [-4.475015, -2.163642, -0.423554], [-3.011540, -0.388524, -1.456468], [-3.355618, -0.280077, -2.808423], [-2.223081, 0.181299, -3.436510], [-1.262340, 0.333413, -2.521385], [-1.735464, -0.014365, -1.292234], [0.045671, 1.135747, -2.663356], [0.086826, 2.170019, -1.512614], [0.205206, 3.492046, -1.654261], [0.182845, 4.069289, -0.408899], [0.028461, 3.004398, 0.485748], [-0.005113, 1.846756, -0.188744], [-0.212951, 3.213805, 1.953230], [0.034410, 2.009805, 2.835646], [-1.639455, 3.737780, 2.152681], [1.302917, 0.264108, -2.577214], [2.231687, 0.094510, -3.524203], [3.353788, -0.439632, -2.931647], [3.034524, -0.551880, -1.573267], [1.777835, -0.139442, -1.372708], [4.033386, -0.913765, -0.509460], [3.738251, -2.219582, 0.219802], [4.230951, 0.243871, 0.468336], [-4.325335, -0.461332, 1.743530], [-3.162707, 0.684540, 1.075039], [-2.702939, -1.000272, 1.360048], [-4.850291, -0.076038, -0.589939], [-3.717882, -2.845886, -0.041450], [-4.717400, -2.461997, -1.442403], [-5.370255, -2.278421, 0.185537], [-4.314496, -0.477310, -3.248900], [-2.042309, 0.447420, -4.461719], [0.038107, 1.706860, -3.716277], [0.293673, 3.922673, -2.633665], [0.243683, 5.112965, -0.164006], [0.480207, 4.010086, 2.251294], [-0.685151, 1.218013, 2.615581], [-0.108862, 2.282817, 3.880172], [1.042524, 1.620330, 2.719836], [-2.364285, 2.982350, 1.845452], [-1.824008, 4.638146, 1.569549], [-1.812932, 3.964250, 3.203539], [2.039196, 0.400070, -4.535835], [4.294374, -0.677299, -3.390441], [4.970950, -1.044872, -1.062719], [2.896837, -2.093083, 0.896262], [4.600551, -2.513261, 0.818508], [3.518820, -3.028114, -0.478313], [3.321580, 0.425720, 1.038598], [4.499515, 1.158546, -0.058944], [5.029344, 0.006396, 1.171124], [-1.583064, -2.556978, -0.490670], [-0.232852, -2.389684, -0.452674], [0.212999, -2.490957, -1.733318], [0.309053, -3.647547, 0.343382], [0.967295, -4.458739, -0.491261], [1.138087, -3.351175, 1.342822], [-0.703983, -4.329511, 0.870509], [2.269062, -2.082823, 3.633990], [1.034229, -1.587381, 3.719131], [0.257662, -2.514325, 4.273204], [1.084257, -0.545255, 4.565967], [0.499469, -1.123890, 2.339023], [1.328087, -0.610186, 1.541763], [-0.702682, -1.249603, 2.073204]],
  "forces_ev_per_a": [[0.181, 0.107, 0.059], [0.022, -0.069, 0.060], [-0.097, 0.073, -0.032], [0.012, -0.065, 0.029], [0.004, 0.195, 0.062], [0.094, -0.037, 0.038], [0.007, 0.023, 0.063], [0.008, 0.105, 0.080], [0.144, -0.326, -0.062], [0.003, 0.053, -0.029], [0.054, -0.126, -0.042], [0.017, -0.025, 0.063], [-0.042, -0.058, -0.031], [-0.018, 0.019, -0.018], [-0.037, 0.178, 0.051], [0.094, 0.099, 0.012], [-0.034, -0.108, 0.009], [0.005, -0.022, -0.016], [0.031, 0.028, -0.070], [0.078, -0.046, 0.094], [-0.150, 0.091, -0.029], [0.074, 0.007, 0.041], [-0.201, -0.079, 0.140], [0.069, -0.088, -0.056], [-0.080, 0.028, 0.050], [-0.033, 0.032, 0.039], [-0.031, 0.017, 0.009], [0.046, 0.070, 0.007], [-0.036, 0.022, -0.014], [0.024, -0.057, -0.004], [-0.067, -0.003, -0.004], [-0.031, -0.006, -0.052], [-0.054, -0.005, 0.046], [-0.097, -0.027, -0.030], [0.023, 0.027, -0.091], [-0.008, -0.003, -0.029], [0.015, 0.049, -0.117], [0.003, 0.088, 0.025], [-0.056, -0.063, -0.001], [0.005, -0.038, -0.012], [0.011, 0.005, 0.055], [0.048, -0.029, -0.014], [-0.029, -0.037, -0.014], [-0.003, 0.036, -0.027], [-0.015, 0.020, 0.069], [-0.024, 0.015, -0.109], [0.091, -0.028, -0.058], [-0.056, -0.008, 0.055], [0.154, -0.015, -0.111], [0.049, -0.012, 0.019], [-0.011, -0.025, -0.021], [0.029, 0.002, -0.020], [0.022, 0.057, -0.032], [0.047, -0.012, 0.037], [0.395, -0.117, -0.015], [-0.297, -0.223, -0.403], [-0.129, 0.020, 0.289], [-0.018, 0.001, -0.151], [-0.041, 0.060, 0.054], [0.080, -0.020, 0.035], [-0.047, -0.026, -0.012], [0.085, -0.026, -0.190], [0.041, 0.001, 0.178], [-0.129, -0.041, -0.142], [-0.091, 0.184, -0.101], [-0.063, 0.032, 0.212], [-0.123, 0.082, 0.071], [0.082, 0.048, 0.108]]
}